No. 1
{
  "formula": "C42H66N4NaO3PSi",
  "method": "ωB97M-V with the def2-TZVPD basis set",
  "species": ["Na", "C", "C", "C", "C", "C", "N", "C", "C", "C", "N", "C", "C", "C", "C", "C", "C", "C", "C", "N", "C", "C", "C", "N", "C", "C", "C", "C", "O", "C", "O", "H", "H", "H", "H", "H", "H", "H", "H", "H", "H", "H", "H", "H", "H", "H", "H", "H", "H", "H", "H", "H", "H", "H", "H", "H", "H", "H", "H", "C", "C", "C", "P", "C", "C", "C", "C", "C", "C", "H", "H", "H", "H", "H", "H", "H", "H", "H", "H", "H", "H", "H", "H", "H", "H", "H", "H", "H", "H", "H", "C", "C", "C", "O", "C", "H", "H", "H", "H", "H", "H", "H", "H", "C", "Si", "C", "C", "C", "C", "H", "H", "H", "H", "H", "H", "H", "H", "H"],
  "xyz": [[0.308, -0.034, 0.342], [-3.839, 5.521, -0.544], [-3.802, 4.024, -0.656], [-4.071, 3.364, -1.800], [-4.056, 1.921, -1.878], [-4.328, 1.383, -3.110], [-4.603, 0.118, -3.487], [-5.435, -0.816, -2.716], [-4.843, -2.203, -2.452], [-3.841, -2.702, -3.496], [-2.477, -2.278, -3.193], [-1.843, -2.444, -2.040], [-2.161, -3.252, -0.955], [-3.050, -4.368, -0.953], [-3.390, -5.016, 0.191], [-4.268, -6.235, 0.203], [-2.914, -4.472, 1.421], [-2.068, -3.410, 1.507], [-1.818, -2.830, 2.831], [-1.293, -1.700, 3.035], [-1.290, -1.192, 4.387], [-2.036, 0.141, 4.408], [-1.313, 1.225, 3.586], [-2.113, 1.899, 2.567], [-2.562, 1.224, 1.593], [-3.240, 1.904, 0.466], [-3.391, 3.250, 0.479], [-3.613, 1.129, -0.719], [-3.508, -0.102, -0.767], [-1.529, -2.812, 0.287], [-0.635, -1.960, 0.298], [-4.259, 5.975, -1.441], [-2.834, 5.926, -0.398], [-4.439, 5.835, 0.312], [-4.348, 3.915, -2.694], [-4.312, 2.081, -3.945], [-4.752, 0.042, -4.480], [-6.367, -0.920, -3.280], [-5.675, -0.341, -1.769], [-5.669, -2.914, -2.390], [-4.359, -2.190, -1.480], [-4.077, -2.312, -4.487], [-3.878, -3.786, -3.587], [-2.081, -1.583, -3.802], [-0.973, -1.808, -1.906], [-3.435, -4.745, -1.891], [-4.622, -6.473, -0.800], [-5.141, -6.089, 0.843], [-3.730, -7.107, 0.582], [-3.278, -4.913, 2.346], [-2.207, -3.430, 3.670], [-0.253, -1.032, 4.698], [-1.750, -1.898, 5.095], [-2.151, 0.468, 5.444], [-3.041, -0.015, 4.010], [-0.437, 0.777, 3.105], [-0.939, 2.002, 4.254], [-2.423, 0.141, 1.498], [-3.111, 3.767, 1.391], [4.860, 0.793, 4.117], [3.404, 0.376, 3.910], [2.483, 1.217, 4.797], [2.731, 0.284, 2.168], [3.563, 1.592, 1.135], [3.344, 2.972, 1.759], [5.007, 1.388, 0.692], [3.384, -1.350, 1.558], [4.806, -1.767, 1.925], [2.404, -2.441, 2.007], [5.129, 0.666, 5.170], [5.016, 1.843, 3.871], [5.554, 0.203, 3.523], [3.305, -0.667, 4.237], [2.485, 2.265, 4.491], [2.812, 1.176, 5.839], [1.453, 0.863, 4.748], [2.959, 1.536, 0.221], [3.998, 3.143, 2.614], [2.315, 3.103, 2.103], [3.557, 3.754, 1.026], [5.704, 1.337, 1.530], [5.313, 2.224, 0.056], [5.096, 0.479, 0.097], [3.306, -1.258, 0.468], [4.902, -1.948, 2.999], [5.557, -1.037, 1.631], [5.043, -2.706, 1.419], [2.376, -2.520, 3.099], [2.723, -3.412, 1.620], [1.389, -2.256, 1.659], [0.387, 4.014, -1.342], [0.672, 2.950, -2.402], [-0.371, 1.902, -2.066], [-0.465, 1.919, -0.632], [0.023, 3.168, -0.127], [-0.459, 4.637, -1.643], [1.238, 4.665, -1.145], [1.664, 2.513, -2.269], [0.579, 3.323, -3.421], [-0.061, 0.901, -2.366], [-1.351, 2.150, -2.489], [0.896, 2.965, 0.500], [-0.750, 3.620, 0.500], [3.546, -1.276, -5.089], [4.171, -0.482, -3.505], [5.607, -1.494, -2.840], [4.788, 1.247, -3.912], [2.851, -0.385, -2.271], [1.972, -0.237, -1.418], [4.329, -1.341, -5.849], [2.719, -0.692, -5.500], [3.177, -2.284, -4.892], [6.433, -1.565, -3.551], [5.276, -2.505, -2.596], [5.989, -1.041, -1.922], [5.586, 1.232, -4.658], [5.170, 1.737, -3.013], [3.970, 1.858, -4.301]],
  "energy_ev": -78309.461,
  "homo_energy_ev": -7.58,
  "charge": 0,
  "e_above_lowest_kcal_mol": 0.0,
  "orbital_gap_ev": 7.03
}

No. 2
{
  "formula": "C20H35N7STi",
  "method": "ωB97M-V with the def2-TZVPD basis set",
  "species": ["Ti", "C", "C", "N", "C", "C", "N", "C", "C", "N", "C", "C", "N", "C", "C", "C", "C", "C", "C", "C", "N", "H", "H", "H", "H", "H", "H", "H", "H", "H", "H", "H", "H", "H", "H", "H", "H", "H", "H", "H", "H", "H", "H", "H", "C", "N", "C", "C", "S", "N", "C", "C", "H", "H", "H", "H", "H", "H", "H", "H", "H", "H", "H", "H"],
  "xyz": [[-0.657, 1.002, -0.161], [2.622, 0.946, -3.136], [1.692, 0.802, -1.978], [0.495, 1.265, -1.887], [-0.179, 2.228, -2.749], [-0.274, 3.525, -1.929], [-0.641, 3.244, -0.503], [-1.909, 3.836, -0.004], [-3.071, 2.874, -0.171], [-2.751, 1.545, 0.398], [-2.921, 1.377, 1.871], [-1.632, 1.535, 2.696], [-0.513, 0.944, 1.981], [0.528, 0.394, 2.529], [0.757, 0.236, 3.998], [1.534, -0.014, 1.555], [2.759, -0.600, 1.836], [3.669, -0.827, 0.812], [3.353, -0.406, -0.484], [2.124, 0.162, -0.725], [1.194, 0.319, 0.271], [2.177, 1.501, -3.957], [2.906, -0.039, -3.511], [3.537, 1.452, -2.826], [-1.183, 1.843, -2.962], [0.296, 2.418, -3.711], [-0.984, 4.218, -2.382], [0.703, 4.007, -1.936], [0.099, 3.631, 0.071], [-2.134, 4.781, -0.501], [-1.766, 4.056, 1.055], [-3.283, 2.726, -1.233], [-3.971, 3.298, 0.283], [-3.389, 0.878, -0.025], [-3.301, 0.366, 2.017], [-3.680, 2.068, 2.247], [-1.823, 1.090, 3.674], [-1.405, 2.591, 2.869], [0.058, 0.825, 4.584], [1.766, 0.550, 4.262], [0.651, -0.811, 4.294], [3.017, -0.861, 2.854], [4.629, -1.273, 1.024], [4.076, -0.501, -1.284], [-0.315, -4.675, 0.530], [-0.639, -3.243, 0.597], [-1.308, -2.856, 1.839], [-0.667, -2.466, -0.489], [-1.867, -1.212, -0.590], [0.189, -2.701, -1.487], [-0.049, -2.266, -2.858], [1.482, -3.353, -1.295], [-1.102, -5.215, 1.053], [0.639, -4.904, 1.004], [-0.305, -5.013, -0.502], [-0.830, -3.399, 2.652], [-2.367, -3.117, 1.808], [-1.209, -1.787, 2.006], [-1.045, -1.852, -2.961], [0.056, -3.124, -3.524], [0.690, -1.516, -3.145], [1.760, -3.345, -0.245], [2.226, -2.781, -1.849], [1.487, -4.376, -1.672]],
  "energy_ev": -65678.954,
  "homo_energy_ev": [-12.03, -14.68],
  "s_squared": 2.0261,
  "charge": 2,
  "spin_multiplicity": 3,
  "e_above_lowest_kcal_mol": 0.0,
  "orbital_gap_ev": [5.93, 8.35]
}

No. 3
{
  "formula": "C4H12",
  "method": "ωB97M-V with the def2-TZVPD basis set",
  "species": ["C", "C", "H", "H", "H", "H", "H", "H", "C", "C", "H", "H", "H", "H", "H", "H"],
  "xyz": [[1.696, -0.649, 1.803], [0.968, -1.743, 1.040], [1.068, 0.248, 1.895], [1.918, -0.890, 2.845], [2.646, -0.366, 1.359], [1.585, -2.619, 0.832], [0.064, -2.088, 1.529], [0.733, -1.350, 0.053], [-1.217, 1.316, -2.154], [-1.472, 1.081, -0.666], [-1.379, 0.387, -2.702], [-1.940, 2.007, -2.576], [-0.177, 1.598, -2.344], [-2.514, 0.820, -0.502], [-1.155, 1.968, -0.104], [-0.824, 0.282, -0.308]],
  "smiles": "CC.CC",
  "energy_ev": -4342.414,
  "homo_energy_ev": -11.62,
  "charge": 0,
  "e_above_lowest_kcal_mol": 2.6,
  "orbital_gap_ev": 12.75
}

No. 4
{
  "formula": "C20H34AsB3CaCl2F6LiNO18RbS2",
  "method": "ωB97M-V with the def2-TZVPD basis set",
  "species": ["O", "C", "C", "O", "C", "O", "C", "B", "O", "B", "O", "B", "O", "H", "H", "H", "H", "H", "H", "H", "H", "H", "H", "H", "Rb", "C", "C", "C", "O", "C", "O", "O", "H", "H", "H", "H", "H", "H", "O", "S", "O", "O", "O", "Cl", "C", "C", "Cl", "C", "C", "C", "C", "H", "H", "H", "H", "Li", "C", "C", "O", "H", "H", "H", "H", "H", "H", "O", "S", "O", "O", "O", "Ca", "F", "As", "F", "F", "F", "F", "F", "C", "C", "C", "C", "N", "H", "H", "H", "H", "H", "H", "H"],
  "xyz": [[0.809, 5.811, -0.926], [-0.441, 5.905, -0.319], [-0.525, 4.705, 0.841], [0.450, 4.835, 1.925], [0.953, 3.619, 2.450], [2.298, 3.520, 2.249], [2.755, 4.012, 1.003], [4.176, 3.492, 0.595], [5.260, 4.019, 1.028], [5.861, 4.615, -0.070], [5.902, 3.913, -1.261], [4.937, 3.100, -1.458], [4.370, 2.461, -0.338], [0.763, 5.072, -1.524], [-0.495, 6.918, 0.101], [-1.257, 5.680, -1.032], [-1.562, 4.680, 1.338], [-0.292, 3.754, 0.270], [0.442, 2.794, 2.048], [0.767, 3.622, 3.468], [2.068, 3.733, 0.253], [2.839, 5.100, 0.960], [6.227, 5.720, -0.004], [4.453, 2.883, -2.518], [-2.290, 3.825, -0.059], [2.940, -1.105, 1.197], [1.471, -0.760, 1.200], [0.539, -1.935, 1.433], [-0.618, -1.515, 0.683], [-0.235, -0.690, -0.296], [-0.912, -0.362, -1.202], [1.070, -0.306, -0.109], [3.195, -1.852, 1.938], [3.253, -1.464, 0.210], [3.526, -0.210, 1.438], [1.266, 0.047, 1.908], [0.295, -2.093, 2.475], [0.910, -2.870, 1.010], [8.584, 5.376, 1.378], [8.892, 6.680, 0.735], [9.299, 7.657, 1.756], [7.683, 7.199, 0.051], [9.948, 6.475, -0.271], [-1.491, -5.344, -6.890], [-1.309, -4.201, -5.607], [-1.535, -4.553, -4.290], [-1.960, -6.114, -3.746], [-1.380, -3.609, -3.298], [-0.985, -2.329, -3.587], [-0.749, -1.965, -4.905], [-0.918, -2.900, -5.911], [-1.550, -3.903, -2.273], [-0.856, -1.666, -2.746], [-0.433, -0.961, -5.149], [-0.737, -2.629, -6.939], [3.563, 0.773, 0.001], [-6.647, -0.432, -1.925], [-5.628, 0.056, -2.933], [-4.468, 0.630, -2.306], [-6.971, 0.379, -1.282], [-7.519, -0.852, -2.426], [-6.213, -1.203, -1.283], [-6.054, 0.835, -3.560], [-5.304, -0.768, -3.579], [-4.077, -0.057, -1.763], [1.306, -7.951, 0.111], [0.647, -7.580, -1.153], [1.627, -7.042, -2.110], [-0.368, -6.551, -0.869], [0.034, -8.777, -1.745], [0.952, 6.680, 1.722], [-8.973, 1.206, 1.665], [-7.724, 2.292, 1.314], [-8.161, 2.308, -0.331], [-6.648, 0.997, 1.015], [-6.442, 3.382, 0.958], [-7.234, 2.301, 2.947], [-8.745, 3.616, 1.608], [0.933, -6.425, 4.996], [-0.370, -6.143, 4.256], [-0.149, -5.694, 2.806], [0.617, -4.470, 2.757], [1.191, -3.500, 2.731], [1.547, -5.528, 5.074], [0.731, -6.771, 6.008], [1.512, -7.192, 4.486], [-0.932, -5.379, 4.795], [-0.982, -7.043, 4.248], [-1.101, -5.521, 2.312], [0.381, -6.463, 2.240]],
  "energy_ev": -204815.559,
  "homo_energy_ev": -4.52,
  "charge": -1,
  "orbital_gap_ev": 0.88
}